Formula: C21H19BrN6O4ReS
Source: OMol25
Level of theory: the ωB97M-V functional and the def2-TZVPD basis

Last column: Mulliken charge in e.
CARTESIAN COORDINATES (ANGSTROEM)
Re1 -0.199 -0.371 -0.017  1.118
N1 0.225 -4.515 -6.188  -0.442
C1 -0.149 -4.085 -4.972  1.111
C2 -1.426 -3.507 -4.780  -0.862
C3 -1.817 -3.070 -3.547  -0.609
C4 -0.924 -3.192 -2.469  0.293
C5 0.351 -3.761 -2.630  -0.343
C6 0.726 -4.202 -3.869  -0.846
S1 -1.437 -2.708 -0.930  1.236
O1 -0.234 -2.546 -0.025  -0.761
O2 -2.532 -3.413 -0.382  -0.595
N2 -1.771 -1.060 -0.948  -0.041
C7 -2.012 0.065 -1.772  0.727
N3 -2.795 0.167 -2.787  -0.413
C8 -2.873 1.408 -3.316  -0.244
C9 -2.159 2.482 -2.817  -0.673
C10 -1.293 2.251 -1.759  0.086
N4 -1.225 1.028 -1.237  -0.137
H1 -0.390 -4.446 -6.980  0.209
H2 1.128 -4.932 -6.336  0.209
H3 -2.103 -3.423 -5.621  0.328
H4 -2.805 -2.646 -3.410  0.456
H5 1.023 -3.863 -1.788  0.481
H6 1.701 -4.653 -4.007  0.327
H7 -3.532 1.520 -4.167  0.460
H8 -2.254 3.469 -3.245  0.420
H9 -0.651 3.015 -1.344  0.509
Br1 5.877 -1.175 5.504  -0.121
C11 4.957 -0.931 3.885  0.052
C12 5.561 -0.223 2.857  -0.526
C13 4.883 -0.052 1.660  -0.497
C14 3.599 -0.559 1.518  0.669
C15 3.001 -1.268 2.557  -0.112
C16 3.687 -1.473 3.740  -0.646
C17 2.886 -0.345 0.245  0.030
O3 3.313 -0.433 -0.858  -0.489
O4 1.565 0.074 0.429  -0.475
H10 6.553 0.183 2.991  0.446
H11 5.350 0.472 0.836  0.459
H12 2.011 -1.693 2.429  0.325
H13 3.253 -2.049 4.546  0.450
C18 -2.098 -0.537 5.074  -0.821
N5 -1.566 0.044 3.830  0.129
C19 -1.266 1.380 3.626  -0.372
C20 -0.840 1.501 2.352  -0.549
N6 -0.872 0.237 1.780  -0.126
C21 -1.314 -0.618 2.715  -0.255
H14 -1.835 0.116 5.900  0.323
H15 -1.655 -1.516 5.235  0.348
H16 -3.179 -0.624 5.009  0.339
H17 -1.371 2.116 4.405  0.441
H18 -0.504 2.371 1.816  0.454
H19 -1.459 -1.679 2.580  0.521

Energy relative to the best compared isomer or geometry (same formula, charge and spin) = 0.0 kJ/mol
Maximum force = 1.52 eV/A
HOMO level (spin up / spin down) = -13.47 / -13.47 eV
Total charge = +2
Spin multiplicity = 2
Orbital gap (spin up / spin down) = 5.7 / 6.0 eV